(1)
ORCA calculation (wB97M-V/def2-TZVPD) on 2 unconnected molecules or ions with the total composition C4H9NO3.

```
17
Properties=species:S:1:pos:R:3:nbo_charge:R:1
C -1.1620 0.9348 1.6916 -0.61
C -1.4624 0.5042 0.2587 -0.52
C -0.3911 -0.3278 -0.3977 0.71
O -0.6260 -1.4379 -0.8353 -0.60
N 0.8895 0.1770 -0.5679 -0.66
C 1.3360 1.4588 -0.3377 0.54
O 2.4414 1.8203 -0.6441 -0.55
H -0.5771 0.1800 2.2288 0.22
H -0.6162 1.8684 1.8101 0.21
H -2.0612 1.0771 2.2816 0.23
H -2.3406 -0.1290 0.2616 0.25
H -1.6890 1.3561 -0.3907 0.23
H 1.5273 -0.4594 -1.0374 0.44
H 0.6270 2.1407 0.1372 0.12
O 1.5506 -2.9334 -1.8021 -0.97
H 1.9020 -3.5367 -1.1340 0.47
H 0.6520 -2.6932 -1.5227 0.50
```

Values from the calculation:
DFT total energy: -438.3160 a.u.
SMILES string: CCC(=O)NC=O.O
energy relative to the best compared isomer or geometry (same formula, charge and spin): 0.356 eV
strongest force on any atom: 0.8 eV Å⁻¹
net charge: 0
LUMO: 0.57 eV

---

(2)
ORCA calculation (wB97M-V/def2-TZVPD) on 16 unconnected molecules or ions with the total composition C84H182N10O30.

```
306
Properties=species:S:1:pos:R:3:mulliken_charge:R:1
C 10.0170 1.4736 -0.2742 -0.83
O 9.2511 0.8523 -1.2433 -0.28
C 9.2539 -0.4993 -1.2921 -0.69
C 8.1330 -0.9418 -2.1817 -0.55
N 6.8157 -0.3627 -1.5912 0.74
H 6.8405 -0.5251 -0.5946 0.21
H 6.9214 0.6363 -1.6963 0.36
C 5.5819 -0.8551 -2.2940 0.27
C 5.2389 -2.2810 -2.0260 -0.62
O 5.2116 -2.6192 -0.6393 -0.51
C 4.0134 -2.3069 0.0710 -0.77
H 11.0743 1.2169 -0.3406 0.33
H 9.7136 1.2351 0.7452 0.33
H 9.8026 2.5283 -0.4462 0.25
H 9.1811 -0.9723 -0.3128 0.28
H 10.2127 -0.9121 -1.6058 0.57
H 7.9528 -2.0168 -2.1843 0.41
H 8.2144 -0.7069 -3.2430 0.34
H 5.7391 -0.7747 -3.3696 0.41
H 4.8212 -0.1392 -1.9828 -0.73
H 5.8838 -2.9552 -2.5896 0.64
H 4.2449 -2.5014 -2.4152 0.16
H 3.6896 -1.2743 -0.0594 0.43
H 4.1179 -2.5126 1.1363 0.08
H 3.2793 -3.0967 -0.0887 0.35
C -3.7110 -9.1495 0.6437 -0.80
O -3.7838 -7.6969 0.8532 -0.24
C -4.2232 -6.7993 -0.1444 -0.78
C -3.3239 -5.6365 -0.3223 -0.03
N -1.8076 -6.1338 -0.5247 -0.13
H -1.4867 -6.8219 0.1413 0.41
H -1.8456 -6.6339 -1.4014 0.49
C -0.6424 -5.0572 -0.5473 -0.80
C -0.9657 -3.6266 -1.1147 0.65
O -1.7499 -3.6916 -2.3425 -0.44
C -2.4393 -2.5733 -2.7495 -0.61
H -3.7545 -9.6445 1.6138 0.25
H -2.7699 -9.4141 0.1617 0.27
H -4.5929 -9.4293 0.0675 0.37
H -5.2164 -6.4850 0.1762 0.45
H -4.3300 -7.2285 -1.1406 0.55
H -3.3421 -5.1369 0.6462 -0.19
H -3.6966 -4.8808 -1.0138 0.19
H 0.1934 -5.6215 -0.9609 0.44
H -0.4546 -4.9179 0.5173 0.05
H -0.1061 -2.9611 -1.1942 0.42
H -1.5934 -3.1203 -0.3815 -0.19
H -3.1234 -2.8585 -3.5487 0.54
H -1.7883 -1.8348 -3.2174 0.17
H -3.0602 -2.1961 -1.9368 0.00
C -3.0212 -1.7087 1.9671 -0.30
O -1.6240 -1.5272 1.8133 0.94
C -1.2755 -0.1600 2.1075 -0.15
C 0.0234 -0.0449 1.3225 -0.11
N 0.6514 1.3637 1.2465 1.76
H 0.0437 2.0140 0.7692 -0.29
H 0.6504 1.7189 2.1919 -0.01
C 2.0984 1.3499 0.6574 0.08
C 2.1449 1.1449 -0.8868 0.37
O 1.4719 -0.0428 -1.2774 0.79
C 1.1734 -0.1313 -2.6772 -0.06
H -3.5546 -1.1076 2.7035 -0.05
H -3.2775 -2.7482 2.1721 -0.61
H -3.4923 -1.5422 0.9983 0.09
H -1.2078 -0.0604 3.1909 0.16
H -2.0089 0.5668 1.7581 0.23
H -0.1531 -0.3445 0.2895 -0.14
H 0.7749 -0.6724 1.8017 -0.62
H 2.6282 0.5202 1.1254 -0.68
H 2.5439 2.3079 0.9254 0.48
H 3.1767 0.9557 -1.1831 -0.39
H 1.8735 2.0199 -1.4775 0.32
H 0.7200 -1.1082 -2.8449 -0.52
H 2.1518 -0.0507 -3.1509 -0.14
H 0.5269 0.6639 -3.0484 0.30
C 2.9413 1.0875 -9.8426 -0.77
O 3.6477 0.1430 -8.9767 -0.04
C 5.0158 0.4489 -8.7407 -0.99
C 5.0729 0.7601 -7.2691 -0.31
N 4.2419 1.9510 -6.8872 0.40
H 4.5291 2.7260 -7.4677 0.49
H 3.2802 1.6958 -7.0605 0.22
C 4.3772 2.2979 -5.3630 -0.46
C 3.3874 3.4940 -4.9924 0.80
O 3.5149 4.8035 -5.6523 -0.52
C 4.6335 5.6212 -5.3248 -0.23
H 2.0639 0.5491 -10.2008 0.25
H 3.4346 1.4338 -10.7508 0.34
H 2.6345 1.8847 -9.1656 0.28
H 5.5535 1.1110 -9.4194 0.48
H 5.5384 -0.5074 -8.7616 0.36
H 6.1038 1.0477 -7.0629 0.59
H 4.9058 -0.1121 -6.6371 0.04
H 5.4126 2.6157 -5.2397 0.55
H 4.2190 1.4033 -4.7607 -0.27
H 3.1747 3.6933 -3.9421 -0.80
H 2.4085 3.1227 -5.2956 0.27
H 4.7096 6.3968 -6.0869 0.37
H 5.6006 5.1362 -5.4573 0.30
H 4.5399 6.2750 -4.4577 -0.24
C 2.5200 -0.2672 8.7873 -0.95
C 1.4607 -1.2122 9.2214 -0.77
C 1.2253 -2.3173 8.0802 -0.93
C 0.8906 -1.8638 6.6876 0.05
N 0.9161 -2.9510 5.6065 1.20
C 2.3737 -3.2177 5.1394 -0.95
C 2.4159 -3.3271 3.5607 -0.03
C 0.9317 -3.2177 3.2389 0.95
C 0.3373 -2.4538 4.3201 -0.33
C 0.2130 -4.2096 6.1007 -1.39
H 2.1035 0.3954 8.0287 0.11
H 3.4535 -0.7593 8.5142 0.31
H 2.7715 0.3788 9.6285 0.43
H 0.5026 -0.7179 9.3822 0.40
H 1.6033 -1.5954 10.2318 0.39
H 0.4421 -3.0155 8.3754 0.36
H 2.2112 -2.7811 8.0486 0.35
H 1.4819 -1.0474 6.2732 0.08
H -0.1627 -1.5892 6.6308 0.32
H 2.4814 -4.2220 5.5490 0.15
H 3.1403 -2.6054 5.6143 0.52
H 2.9415 -4.2617 3.3651 0.59
H 3.1517 -2.5635 3.3086 -0.28
H 0.3412 -4.1244 3.1075 0.28
H 0.7162 -2.6268 2.3486 -0.46
H -0.7495 -2.5033 4.3862 0.18
H 0.5988 -1.3958 4.3423 -0.67
H 0.1492 -4.9531 5.3062 0.33
H -0.7764 -3.7664 6.2138 0.52
H 0.7404 -4.5557 6.9896 0.37
C -3.6882 7.1014 0.0161 -0.84
C -5.1966 6.6993 -0.1085 -0.58
C -5.3105 5.6908 -1.2934 -0.72
C -4.8577 4.3003 -0.8551 0.58
N -5.0541 3.2078 -1.9699 0.41
C -4.2528 1.9056 -1.4272 0.10
C -2.8629 1.9904 -2.0709 1.12
C -2.7790 3.1621 -2.9967 -0.45
C -4.2529 3.4690 -3.2616 -1.04
C -6.5390 2.8819 -2.1660 -0.94
H -3.5409 7.8560 0.7887 0.49
H -3.3130 7.4537 -0.9448 0.35
H -3.0095 6.3336 0.3876 -0.06
H -5.7315 7.6409 -0.2327 0.40
H -5.7279 6.2405 0.7254 0.25
H -4.6486 5.9775 -2.1106 0.30
H -6.3234 5.7078 -1.6956 0.34
H -5.4184 3.9559 0.0139 0.10
H -3.8132 4.2462 -0.5482 -0.72
H -4.7944 1.0573 -1.8456 0.33
H -4.2724 1.9349 -0.3378 -0.36
H -2.7572 1.0543 -2.6192 0.09
H -2.0650 1.9486 -1.3295 -1.04
H -2.2201 2.9429 -3.9065 0.69
H -2.3361 3.9634 -2.4053 0.03
H -4.5676 2.6980 -3.9649 0.51
H -4.4580 4.4598 -3.6669 0.49
H -6.6700 2.0617 -2.8717 0.38
H -6.9060 3.8537 -2.4964 0.40
H -7.0029 2.6296 -1.2125 0.29
C -6.9273 -6.8209 7.4820 -1.76
C -5.8799 -6.4939 6.4913 1.34
C -6.3121 -7.2776 5.2081 -1.34
C -5.6479 -6.8248 3.9297 -0.59
C -5.8106 -5.3486 3.7397 -1.07
C -5.3335 -4.3875 4.8336 2.60
N -5.9627 -4.9827 6.1774 0.55
O -6.2526 -4.0040 7.1946 -0.23
C -5.9978 -3.0461 4.5290 -2.46
C -3.7265 -4.3759 4.9662 -1.25
C -4.4791 -6.8549 7.0141 -1.55
H -6.7393 -6.1891 8.3501 0.49
H -6.8766 -7.8290 7.8934 0.39
H -7.9310 -6.5836 7.1291 0.42
H -7.3851 -7.1987 5.0336 0.41
H -5.9804 -8.3017 5.3793 0.42
H -6.0276 -7.3428 3.0490 0.52
H -4.6150 -7.1704 3.9704 0.26
H -6.8869 -5.2011 3.6509 0.70
H -5.5148 -5.0883 2.7235 -0.02
H -7.0676 -2.9175 4.6938 0.51
H -5.6919 -2.6077 3.5791 0.13
H -5.6371 -2.3594 5.2948 0.73
H -3.4627 -5.4073 4.7321 0.25
H -3.4372 -4.0829 5.9754 0.60
H -3.3260 -3.6594 4.2490 -0.16
H -4.1721 -6.3122 7.9082 0.39
H -3.6922 -6.7777 6.2638 0.28
H -4.4679 -7.9081 7.2947 0.47
C -2.1707 3.0213 5.4613 -2.19
C -3.7131 3.1080 5.4364 1.35
C -4.0840 4.4564 4.7649 -0.21
C -5.6285 4.5134 4.5378 -1.10
C -6.1427 3.3780 3.5833 -0.50
C -5.8190 1.9997 4.2064 1.53
N -4.3132 1.9498 4.6241 1.03
O -3.6900 0.6800 4.6541 -0.25
C -5.9789 0.9308 3.0533 -1.29
C -6.7836 1.6688 5.4411 -1.56
C -4.1395 2.9360 6.9140 -1.54
H -1.8487 2.0313 5.7843 0.55
H -1.7387 3.7393 6.1584 0.43
H -1.6026 3.1306 4.5375 0.20
H -3.4936 4.5179 3.8507 -0.27
H -3.7906 5.2224 5.4828 0.55
H -5.9001 5.4398 4.0317 0.58
H -6.1675 4.5797 5.4829 0.46
H -5.6455 3.3783 2.6132 -0.21
H -7.1906 3.4067 3.2848 0.58
H -6.9213 1.0608 2.5212 0.60
H -5.9433 -0.0668 3.4910 -0.16
H -5.2242 1.0818 2.2814 0.08
H -6.3628 0.8389 6.0087 0.41
H -7.7359 1.2999 5.0602 0.43
H -6.9168 2.4953 6.1392 0.36
H -5.2164 3.1025 6.9399 0.32
H -3.8424 3.7633 7.5585 0.45
H -3.7085 2.0687 7.4141 0.32
C 2.8683 -3.4608 -4.5873 -1.71
C 1.8766 -4.1082 -5.5497 2.34
C 1.1062 -2.9569 -6.3466 -2.12
C 1.9537 -2.1157 -7.2944 0.73
C 3.1812 -2.8758 -7.8332 -1.96
C 3.0773 -4.3680 -7.9098 1.71
N 2.5506 -4.9714 -6.5567 0.76
O 2.6595 -6.3817 -6.3525 -0.30
C 4.5146 -5.0050 -8.1521 -1.72
C 1.9631 -4.7121 -8.9192 -1.53
C 0.7289 -4.7693 -4.7464 -2.28
H 2.2848 -2.8099 -3.9362 0.13
H 3.7019 -2.8956 -5.0042 0.39
H 3.2164 -4.2952 -3.9785 0.63
H 0.7863 -2.2025 -5.6278 0.21
H 0.1963 -3.2571 -6.8662 0.78
H 2.2985 -1.2337 -6.7548 -0.44
H 1.3595 -1.6995 -8.1079 0.41
H 4.0121 -2.6180 -7.1765 0.01
H 3.4024 -2.4954 -8.8304 1.02
H 4.4839 -6.0932 -8.0986 0.47
H 5.1130 -4.8331 -7.2574 0.41
H 5.0188 -4.7212 -9.0759 0.37
H 2.0210 -4.1066 -9.8237 0.38
H 0.9792 -4.4351 -8.5408 0.36
H 1.9759 -5.7794 -9.1404 0.41
H 0.1783 -4.2115 -3.9889 0.39
H 1.2479 -5.4476 -4.0692 0.52
H -0.0474 -5.1585 -5.4051 0.54
C 1.3091 4.8877 -1.8336 -0.21
C 1.6108 6.2712 -1.1167 1.61
C 2.4179 5.9861 0.2825 -0.62
C 3.1853 7.1797 0.9089 -0.98
C 4.2802 7.5614 -0.0896 -1.41
C 3.7388 8.0054 -1.5249 1.20
N 2.6901 6.9992 -2.0106 1.10
O 2.3584 7.0676 -3.3728 -0.31
C 5.0255 8.0684 -2.4403 -1.74
C 3.2176 9.4199 -1.3849 -1.48
C 0.4211 7.2397 -0.7894 -1.43
H 0.8473 5.0658 -2.8048 0.73
H 0.7241 4.1517 -1.2820 -0.19
H 2.1904 4.3678 -2.2092 -1.02
H 3.1211 5.1762 0.0882 0.45
H 1.6871 5.7958 1.0685 0.14
H 3.7502 6.7828 1.7523 0.54
H 2.5999 8.0791 1.1001 0.28
H 4.9899 6.7349 -0.0531 0.41
H 4.9229 8.2911 0.4029 0.57
H 5.4877 7.0845 -2.5202 0.32
H 5.7817 8.7046 -1.9806 0.46
H 4.8429 8.4232 -3.4546 0.40
H 2.1787 9.4948 -1.0638 0.34
H 3.1918 9.8327 -2.3934 0.41
H 3.6775 10.0668 -0.6377 0.34
H -0.0121 7.5118 -1.7519 0.47
H 0.8284 8.1056 -0.2676 0.31
H -0.3238 6.7274 -0.1805 0.09
O 5.5659 -0.3608 2.9602 -0.61
C 5.8975 -0.0606 1.7438 0.10
O 7.0333 -0.3518 1.3053 -0.93
O 5.1592 0.5605 1.0123 0.06
H 4.6707 -0.0653 3.1416 0.20
O 2.3216 1.2235 5.6210 -0.40
C 2.2111 1.1482 4.3263 0.44
O 1.5450 2.0836 3.8187 -0.85
O 2.5415 0.1052 3.6764 -0.42
H 1.7805 2.0113 5.5309 0.28
O -1.8429 4.7728 2.3042 -0.76
C -2.0682 3.8053 1.4860 -0.02
O -1.0945 3.4419 0.7664 -0.78
O -3.1733 3.2456 1.4971 -0.25
H -0.9364 4.6771 2.0030 0.36
O -0.4111 0.3441 -7.4576 -0.62
C 0.2376 1.0139 -6.4910 0.35
O -0.2295 1.3688 -5.4675 -0.59
O 1.4327 1.1207 -6.7405 -0.56
H 0.4945 0.2687 -7.7672 0.32
O -5.7175 -2.1872 -1.4994 -0.51
C -5.7212 -2.4284 -0.2126 0.84
O -6.2276 -1.5095 0.4706 -0.80
O -5.3876 -3.5261 0.2882 -0.53
H -6.1890 -1.3560 -1.4076 0.29
O 4.7577 3.1618 -0.4814 -0.21
C 5.3372 3.3511 -1.6584 0.42
O 5.1746 4.4863 -2.1111 -0.56
O 5.7390 2.3089 -2.2246 -0.85
H 4.9757 2.2289 -0.4200 0.11
```

Values from the calculation:
DFT total energy: -6112.4512 a.u.
strongest force on any atom: 10.0 eV Å⁻¹
net charge: +4
LUMO: -11.00 eV

---

(3)
ORCA calculation (wB97M-V/def2-TZVPD) on a molecular structure, C27H28BrLuNO3P2.

```
63
Properties=species:S:1:pos:R:3:nbo_charge:R:1
C 3.9971 -0.0521 -2.7256 -0.17
C 2.7384 0.4474 -2.3892 -0.07
C 1.5532 -0.2559 -2.8093 0.27
C 1.7195 -1.5062 -3.5346 -0.13
C 3.0306 -1.9139 -3.8967 -0.16
C 4.1397 -1.1868 -3.5224 -0.22
C 0.5619 -2.2315 -3.8387 -0.04
C -0.6972 -1.6091 -3.7971 -0.10
C -0.7690 -0.3567 -3.0649 0.19
C -2.0549 0.2627 -2.9554 -0.02
C -3.1826 -0.3142 -3.5440 -0.18
C -3.0810 -1.4850 -4.2960 -0.19
C -1.8627 -2.1232 -4.4146 -0.16
H 4.8765 0.5178 -2.4112 0.22
H 3.1553 -2.7561 -4.5717 0.23
H 5.1348 -1.4530 -3.8505 0.23
H 0.6529 -3.1610 -4.3720 0.23
H -4.1395 0.2161 -3.4548 0.22
H -3.9699 -1.8604 -4.7753 0.23
H -1.7710 -2.9763 -5.0741 0.23
N 0.3133 0.1213 -2.3965 -0.54
Lu -0.1552 -0.5775 0.6304 1.70
C 2.5978 1.6037 -1.4365 -0.71
H 1.7410 2.2399 -1.7634 0.26
H 3.5408 2.1674 -1.3696 0.24
C -2.1666 1.4773 -2.0553 -0.75
H -1.3141 2.1539 -2.2617 0.27
H -3.1629 1.9147 -2.1859 0.24
P 2.2113 1.0172 0.2716 0.77
P -2.0993 1.0373 -0.3185 0.83
C -3.7364 0.3030 -0.0073 -0.94
H -3.7463 -0.0942 1.0272 0.25
H -4.4618 1.1244 -0.1294 0.23
H -3.9089 -0.5037 -0.7440 0.27
C -2.0827 2.6363 0.5127 -0.96
H -3.0682 3.0718 0.3330 0.24
H -1.9118 2.5172 1.5921 0.27
H -1.2941 3.2554 0.0624 0.24
C 3.6750 0.0244 0.7880 -0.93
H 4.5886 0.6554 0.7402 0.24
H 3.4949 -0.3262 1.8154 0.25
H 3.7485 -0.8533 0.1265 0.26
C 2.1236 2.5328 1.2994 -0.93
H 1.8959 2.2234 2.3248 0.27
H 3.0871 3.0649 1.2608 0.24
H 1.2923 3.1493 0.9251 0.25
C -1.4454 -1.9901 -0.7294 0.08
O -2.3580 -2.6931 -1.0747 -0.50
H -0.1542 -2.1455 -0.9736 -0.08
Br 2.2519 -0.0511 4.4284 0.08
C 0.6207 -0.3061 5.3895 -0.05
C 0.5970 -0.2474 6.7879 -0.22
C -0.6530 -0.2744 7.4178 -0.18
C -1.8832 -0.3522 6.7498 -0.20
C -1.8585 -0.3376 5.3566 -0.16
C -0.5975 -0.5863 4.7214 -0.19
C -0.4543 -0.7363 3.2563 0.80
O -0.1323 -1.8603 2.6549 -0.70
O -0.4697 0.3908 2.5211 -0.82
H 1.5500 -0.0866 7.2971 0.24
H -0.6723 -0.2116 8.4995 0.23
H -2.8308 -0.3183 7.2613 0.24
H -2.7441 -0.3327 4.6929 0.23
```

Values from the calculation:
DFT total energy: -5818.2487 a.u.
energy relative to the best compared isomer or geometry (same formula, charge and spin): 0.842 eV
strongest force on any atom: 3.7 eV Å⁻¹
net charge: +1
LUMO: -3.69 eV